Entry i
C20H17NO3 | ωB97M-V with the def2-TZVPD basis set

ORCA input file:
```
! wB97M-V def2-TZVPD RIJCOSX def2/J DEFGRID3
* xyz 0 1
C 3.4671 -4.7654 1.3391
C 2.8613 -3.4015 1.2475
C 2.0365 -2.9294 2.2804
C 1.3915 -1.7111 2.1692
C 1.5573 -0.8860 1.0070
C 0.7877 0.2949 0.9241
C 1.0053 1.4047 0.0593
C 0.7648 2.7107 0.5924
C 0.8631 3.8432 -0.2106
C 1.2718 3.7221 -1.5469
C 1.5494 2.4557 -2.0821
C 1.4059 1.3056 -1.3037
C 2.5254 -1.3206 0.0453
C 3.1232 -2.5673 0.1509
H 3.9426 -5.0435 0.3907
H 4.2154 -4.8395 2.1432
H 2.6876 -5.5082 1.5562
H 1.9089 -3.5228 3.1820
H 0.7597 -1.3278 2.9705
H 0.1026 0.4506 1.7644
H 0.5001 2.7793 1.6507
H 0.6268 4.8146 0.2220
H 1.3971 4.6137 -2.1595
H 1.8727 2.3428 -3.1208
H 1.5748 0.3183 -1.7384
H 2.8031 -0.6370 -0.7557
H 3.8221 -2.9025 -0.6177
O -1.4062 -0.3284 -0.2437
C -2.4121 0.4052 -0.3614
C -3.5810 -0.0089 -1.1855
N -3.4596 -1.2161 -1.9420
O -4.5015 -1.6383 -2.5084
O -2.3674 -1.8099 -2.0377
C -4.7746 0.7081 -1.2072
C -4.8882 1.9031 -0.4919
C -3.7872 2.3988 0.2305
C -2.5991 1.6929 0.2883
H -5.5994 0.3181 -1.8047
H -5.8291 2.4511 -0.5049
H -3.8739 3.3514 0.7616
H -1.7444 2.0792 0.8476
*
```



Entry ii
C20H17NO3 | ωB97M-V with the def2-TZVPD basis set

ORCA input file:
```
! wB97M-V def2-TZVPD RIJCOSX def2/J DEFGRID3
* xyz 0 1
C -4.2068 -1.6885 -2.8581
C -2.8292 -1.3614 -3.3666
O -1.8848 -1.6517 -2.2510
C -0.5912 -1.2333 -2.5015
O -0.2395 -0.7417 -3.5939
C 0.4236 -1.5200 -1.4333
C 1.6373 -1.3223 -2.1506
N 2.7055 -1.3558 -2.6713
C 0.8776 -1.3296 0.0777
C 1.7584 -0.1577 0.2313
C 1.3368 0.9268 0.9959
C 2.0534 2.1926 1.1235
C 3.2494 2.4452 0.3851
C 3.8195 3.6979 0.4465
C 3.2694 4.7191 1.2102
C 2.1032 4.4608 1.9485
C 1.5164 3.2167 1.9182
O 0.2097 0.8574 1.7536
C -0.5440 -0.3200 1.7950
C -1.5543 -0.3432 2.7490
C -2.2478 -1.4885 2.9297
C -1.9043 -2.6730 2.2872
C -0.8323 -2.6826 1.3617
C -0.2081 -1.4528 1.0627
H -4.9389 -1.3955 -3.6056
H -4.3128 -2.7564 -2.6684
H -4.4046 -1.1396 -1.9396
H -2.5612 -1.9467 -4.2797
H -2.7142 -0.2869 -3.5891
H 0.1829 -2.6623 -1.2606
H 1.4877 -2.2737 -0.0495
H 2.7219 -0.1439 -0.2777
H 3.6545 1.6319 -0.2168
H 4.7347 3.8750 -0.1319
H 3.7287 5.7020 1.2427
H 1.6577 5.2442 2.5537
H 0.6051 3.0325 2.5086
H -1.7449 0.6015 3.2745
H -3.1164 -1.4758 3.5942
H -2.4307 -3.5775 2.4534
H -0.4675 -3.6230 0.9424
*
```

Values from the calculation:
SMILES ... CCOC(=O)[C@@H](C#N)[C@H]1C=C(c2ccccc2)Oc2ccccc21



Which structure is most stable, and how do the rest compare? From most to least stable: entry ii, entry i.